1.
C20H23ClN3O2S as an isolated structure at a distorted geometry. Source: the OMol25 dataset; level of theory: the ωB97M-V functional and the def2-TZVPD basis.

XYZ file:
```
50
Properties=species:S:1:pos:R:3:forces:R:3
C 0.4248 1.0215 3.8150 1.671 1.187 -7.195
N -1.1009 0.9102 3.3611 5.748 3.383 -4.654
C -1.9263 1.9649 3.8321 0.354 5.674 -7.807
H -1.9261 2.0461 4.8129 -0.673 0.204 4.643
H -2.9038 2.1508 3.1483 2.081 -1.018 2.315
H -1.2249 3.0155 3.3769 -2.221 -2.883 1.710
C -1.3598 -0.3179 3.7348 -11.016 -1.905 0.494
C -3.0250 -0.8250 3.1190 2.438 1.544 2.665
H -3.3654 -1.6449 3.7371 0.006 0.097 0.914
H -3.6631 0.1084 3.3353 0.713 -1.971 -0.992
C -2.9511 -1.4745 1.7879 -9.799 17.053 0.683
N -2.3990 -0.4528 0.7167 -3.741 4.030 2.785
C -3.0562 1.0875 0.6139 -0.587 -7.485 4.798
O -3.9932 1.1142 1.3659 0.315 1.934 -1.779
C -2.2124 1.9548 -0.0985 3.507 3.691 4.306
O -0.6739 1.9083 0.5710 -5.217 0.227 -0.535
C 0.2902 2.1834 -0.3072 5.544 -5.639 6.370
C 1.5523 1.5009 0.1125 -12.704 3.966 4.113
C 2.4537 1.4233 -0.6574 13.982 -0.193 -8.407
C 2.6102 2.0977 -1.8764 -7.653 1.616 -1.967
C 1.2870 2.6972 -2.4446 7.748 -6.786 9.551
C 0.3839 2.5658 -1.4918 -9.299 5.844 -6.381
H -0.6777 3.0375 -1.8026 1.709 -0.802 0.193
H 1.4257 3.1839 -3.2132 0.036 4.720 -7.871
H 3.1897 1.9753 -2.7039 3.017 -0.535 -1.164
H 3.4368 1.0575 -0.3283 -0.453 -0.672 0.105
H 1.5216 1.1298 1.0094 0.191 -2.271 4.957
H -2.1947 1.5891 -1.0222 0.609 -0.589 -4.339
H -2.4196 2.9818 0.1872 -0.503 0.120 -1.040
C -1.3042 -0.6694 0.0980 3.271 -2.784 -3.032
N -1.2285 -0.5377 -1.1860 -1.387 1.588 0.397
C -0.0678 -0.8930 -1.8107 -0.899 -2.624 8.245
C 0.4546 -0.7277 -2.9484 6.370 -3.204 -0.582
C 1.7031 -1.0928 -3.4118 -0.808 -5.052 12.226
C 2.4989 -1.8530 -2.4583 -0.467 -2.237 2.549
C 2.0128 -2.3044 -1.0133 -6.322 7.431 -9.886
C 0.6535 -1.6321 -0.8731 7.131 -4.114 3.736
S 0.1903 -1.6584 0.9474 -2.152 1.623 -3.920
H 2.6520 -2.7182 -0.4058 2.882 -2.348 3.494
Cl 4.1474 -2.6504 -2.8716 -2.060 1.393 0.186
H 2.1395 -0.9481 -4.2039 3.678 2.007 -8.669
H 0.1193 -0.2285 -3.6133 -5.719 6.527 -7.968
H -3.9441 -1.3995 1.4167 -1.125 -1.703 -0.226
H -2.3963 -2.0918 1.6057 9.948 -13.305 -2.591
H -1.5512 -0.5038 4.7080 -0.325 0.587 3.690
H -0.9696 -1.1264 3.4862 5.176 -6.092 -3.337
H -0.9900 1.0359 2.2783 -0.375 -0.492 1.773
H 0.7816 2.0934 3.4067 -0.490 -2.626 1.209
H 0.3264 0.9336 4.7855 0.212 -0.101 5.074
H 1.1121 0.0613 3.3440 -2.344 2.981 1.160
```
Positions in Å, forces in eV/Å.

## Properties
Total energy, eV: -53009.749
Net charge: +1
Molecular weight, Da: 404.94



2.
One molecule with the formula C20H23ClN6. Source: the OMol25 dataset; level of theory: the ωB97M-V functional and the def2-TZVPD basis.

XYZ file:
```
50
Properties=species:S:1:pos:R:3:forces:R:3
C 5.6747 2.4981 -2.2053 0.015 -0.071 0.044
N 6.7760 1.6002 -1.9230 0.069 0.040 -0.033
C 7.9713 2.3468 -1.5891 -0.042 -0.040 0.030
C 7.0074 0.6567 -3.0069 -0.210 -0.177 -0.023
C 6.0060 -0.4979 -2.9704 0.256 0.121 0.268
C 6.1084 -1.2623 -1.6431 -0.098 0.287 -0.203
N 5.0126 -2.1714 -1.4291 0.195 -0.364 -0.115
C 3.7463 -1.7975 -1.1151 -0.218 -0.020 0.159
C 3.4084 -0.5259 -0.6183 0.141 0.012 -0.088
C 2.0983 -0.2758 -0.2878 -0.207 -0.351 -0.096
C 1.1315 -1.2761 -0.4480 0.518 0.058 -0.069
C -0.2791 -1.0949 -0.1286 -0.556 0.345 0.339
C -0.7554 -0.0582 0.6639 0.002 -0.232 -0.173
C -2.1381 0.0091 0.8879 0.261 -0.337 -0.307
N -2.6308 1.0249 1.6569 0.567 0.237 0.110
C -3.9317 1.3343 2.0211 -0.589 0.078 0.123
C -4.1308 2.4580 2.8271 0.061 -0.054 -0.042
C -5.4034 2.8198 3.2208 0.039 -0.057 -0.044
C -6.5033 2.0776 2.8250 -0.120 -0.083 -0.043
C -6.2964 0.9648 2.0263 0.220 0.318 0.197
Cl -7.6542 0.0229 1.5197 -0.182 -0.128 -0.069
C -5.0320 0.5810 1.6184 -0.078 -0.108 -0.067
N -2.9615 -0.8997 0.3631 -0.176 0.409 0.312
C -2.4010 -1.8526 -0.3608 -0.024 -0.111 -0.049
N -1.1304 -2.0047 -0.6365 0.292 -0.254 -0.238
C 1.5772 -2.4993 -0.9550 -0.279 0.226 0.116
N 2.8249 -2.7561 -1.2761 0.364 -0.175 -0.138
H 5.4917 3.1204 -1.3300 -0.072 0.055 -0.006
H 5.8769 3.1560 -3.0657 0.007 0.014 -0.032
H 4.7737 1.9259 -2.4142 -0.104 0.036 -0.019
H 7.7576 2.9947 -0.7399 0.066 0.060 0.027
H 8.7616 1.6540 -1.3037 0.075 0.031 0.013
H 8.3325 2.9716 -2.4208 0.020 0.028 -0.024
H 8.0115 0.2430 -2.8837 0.033 0.047 -0.043
H 6.9656 1.1517 -3.9923 0.112 0.010 0.048
H 4.9885 -0.1208 -3.0803 -0.060 -0.014 -0.061
H 6.2026 -1.1693 -3.8083 -0.076 -0.024 -0.036
H 6.1416 -0.5357 -0.8287 0.105 -0.113 -0.029
H 7.0352 -1.8400 -1.6172 -0.016 0.062 0.075
H 5.0572 -3.0678 -1.8916 -0.080 0.054 0.078
H 4.1576 0.2405 -0.5065 0.110 0.096 0.005
H 1.8223 0.7052 0.0718 -0.010 0.068 0.037
H -0.0961 0.6706 1.1087 0.090 0.052 0.044
H -1.9308 1.6593 2.0181 -0.150 -0.162 -0.102
H -3.2813 3.0469 3.1435 0.095 0.057 0.029
H -5.5432 3.6904 3.8435 -0.003 0.072 0.051
H -7.4995 2.3550 3.1286 -0.104 0.004 0.015
H -4.8835 -0.2861 0.9978 -0.121 0.050 0.048
H -3.0790 -2.5903 -0.7725 -0.048 -0.057 -0.038
H 0.8708 -3.3036 -1.1042 -0.089 0.005 0.017
```
Positions in Å, forces in eV/Å.

## Properties
Total energy, eV: -42577.168
Molecular weight, Da: 382.90



3.
A 2-piece molecular cluster, C20H23F2N2O overall at a distorted geometry. Source: the OMol25 dataset; level of theory: the ωB97M-V functional and the def2-TZVPD basis.

XYZ file:
```
48
Properties=species:S:1:pos:R:3:forces:R:3
F -5.8523 1.5035 -2.7336 1.652 -0.529 0.353
C -4.5639 1.1155 -2.4911 -1.051 0.221 -0.414
C -4.2798 -0.2479 -2.3895 0.443 -0.007 -0.179
C -2.9700 -0.6226 -2.1211 -0.308 0.026 0.638
C -1.9548 0.3455 -1.9215 -0.010 0.487 1.220
C -0.6991 -0.0976 -1.3421 0.375 -1.197 -4.542
C 0.6083 0.3128 -1.8218 -0.063 0.457 1.030
C 1.6129 -0.6803 -1.9470 0.281 -0.129 0.595
C 2.9395 -0.3555 -2.2044 -0.474 0.171 -0.132
C 3.2636 0.9980 -2.3406 1.138 -0.041 -0.250
F 4.5740 1.3463 -2.5239 -1.737 -0.465 0.239
C 2.3019 2.0025 -2.3312 -0.750 0.089 -0.024
C 0.9705 1.6518 -2.1042 0.600 0.171 0.044
C -2.2779 1.7103 -2.0992 -0.661 0.062 -0.057
C -3.5857 2.0995 -2.3845 0.611 -0.006 0.049
H -5.0619 -0.9900 -2.5119 0.073 0.173 -0.027
H -2.7007 -1.6740 -2.0098 -0.242 0.244 0.028
H -0.7161 -1.1124 -0.9430 0.056 0.047 0.103
H 1.3154 -1.7209 -1.8205 0.210 0.190 0.147
H 3.6989 -1.1255 -2.2958 -0.073 0.186 0.006
H 2.5769 3.0417 -2.5071 0.031 -0.324 0.060
H 0.2151 2.4298 -2.0985 0.437 -0.088 0.058
H -1.5284 2.4757 -1.9330 -0.376 -0.101 -0.025
H -3.8321 3.1518 -2.5071 -0.081 -0.283 0.062
C 2.8797 -2.6887 1.0846 0.405 -0.372 -0.033
N 2.2297 -1.4979 1.5741 -0.301 -0.041 -0.184
C 3.0139 -0.6533 2.4634 -0.079 0.132 0.091
C 0.9026 -1.3577 1.3230 0.407 -0.105 0.447
C 0.2856 -0.0412 1.8170 1.136 -0.213 -0.530
C 0.0415 0.0032 3.3494 0.144 0.579 -0.303
C -1.4813 0.1123 3.5154 -0.310 -0.408 -0.382
C -2.0397 0.4194 2.0987 -1.405 0.616 0.383
N -0.9610 0.1534 1.2089 -0.661 -0.019 -0.366
O 0.2531 -2.2032 0.7106 0.102 0.466 -0.095
H 2.1813 -3.2449 0.4576 0.159 0.049 0.206
H 3.7620 -2.4170 0.4954 -0.025 -0.008 0.063
H 3.2134 -3.3172 1.9188 -0.076 -0.005 -0.150
H 2.5653 0.3408 2.5699 0.222 -0.347 -0.002
H 3.1014 -1.1068 3.4634 0.005 0.114 -0.258
H 4.0202 -0.5340 2.0481 -0.153 -0.025 0.065
H 0.9774 0.7512 1.4804 0.081 -0.098 0.384
H 0.4689 -0.8595 3.8711 -0.104 0.180 -0.161
H 0.5251 0.9107 3.7249 -0.012 -0.239 0.124
H -1.8910 -0.8404 3.8661 0.055 0.211 -0.024
H -1.7636 0.8907 4.2294 0.047 -0.184 -0.138
H -2.9164 -0.2103 1.8589 0.261 0.188 0.231
H -2.3872 1.4729 2.0440 0.149 -0.344 0.055
H -1.0351 0.3592 0.2094 -0.129 0.516 1.596
```
Positions in Å, forces in eV/Å.

## Properties
Total energy, eV: -31567.307
Net charge: +1
Molecular weight, Da: 345.41



4.
A 2-piece molecular cluster, C20H23F3N4O3 overall at a distorted geometry. Source: the OMol25 dataset; level of theory: the ωB97M-V functional and the def2-TZVPD basis.

XYZ file:
```
53
Properties=species:S:1:pos:R:3:forces:R:3
C 3.0212 -1.8590 0.9139 0.077 0.993 -0.301
C 2.6618 -0.4606 0.1386 0.055 1.092 -0.787
C 1.4598 -0.5619 -0.9694 1.514 -0.693 -1.011
N 0.3725 -1.5965 -0.6096 -2.086 3.134 -0.725
C -0.7865 -0.7689 -0.0179 -1.825 0.951 1.190
C -0.4474 -0.0681 1.4571 -2.703 0.956 -0.032
C -1.5264 0.8659 2.2629 -0.331 -2.671 -5.204
C -2.9250 1.0535 1.4317 1.983 -0.532 1.056
C -3.3523 0.4062 -0.0195 2.912 -0.532 2.266
C -4.8311 0.7994 -0.6003 -0.246 1.264 -0.091
N -5.7342 -0.3629 -0.9318 0.424 0.934 -1.187
C -2.2526 -0.5857 -0.7956 0.725 1.977 3.989
C -2.6080 -1.3057 -2.2199 0.574 1.018 0.798
C -2.9087 -2.9102 -2.1574 -0.412 -0.402 -1.497
O -1.8009 -3.7471 -1.6710 0.007 1.400 -1.795
C -4.2459 -3.3513 -1.3171 -0.845 -2.306 1.223
F -5.5193 -3.1352 -2.1006 4.192 -0.382 2.833
F -4.3162 -2.8273 0.0702 -0.082 -1.745 -5.015
F -4.1567 -4.8532 -1.1704 -0.638 4.734 -0.364
C -3.7191 2.0268 2.4839 -3.491 2.746 0.117
O -4.8533 2.7261 2.3949 6.654 -4.346 0.227
N -2.9274 2.1497 3.7963 2.412 -0.614 -2.121
C -1.4808 1.6274 3.7129 1.664 -0.097 1.469
O -0.4785 1.7176 4.5905 -6.618 -0.372 -5.545
H 4.1971 -1.8359 1.1188 -2.726 -0.183 -0.186
H 2.3930 -1.8729 1.9080 1.443 -0.393 -1.940
H 2.7648 -2.7748 0.2302 0.440 1.742 1.461
H 3.6249 -0.0796 -0.4484 -2.228 -0.832 1.342
H 2.3756 0.4385 0.8651 0.753 -2.104 -1.225
H 1.9613 -0.9986 -1.9610 -0.999 0.908 2.058
H 0.9774 0.4611 -1.2796 1.082 -1.778 0.843
H 0.0963 -1.9677 -1.5685 -0.157 0.519 1.983
H 0.6002 -0.2433 2.0023 -2.577 0.208 -1.648
H -4.6539 1.4498 -1.5736 -0.153 -1.198 1.975
H -5.4395 1.5056 0.1456 1.977 -1.492 -1.329
H -5.7828 -0.4431 -1.9895 -0.314 0.003 2.018
H -6.6910 -0.2328 -0.5365 1.292 -0.064 -0.644
H -3.5010 -0.6791 -2.6992 1.872 -1.676 1.007
H -1.6610 -1.1624 -2.9204 -1.978 -0.378 1.361
H -3.1035 -3.2554 -3.2841 -0.075 0.840 2.473
H -1.1323 -3.8718 -2.4323 -1.808 0.339 1.700
H -3.0696 3.0258 4.3444 -0.033 -1.112 -0.709
C 7.0685 3.3686 0.4091 -0.012 -0.001 -0.003
C 7.5216 2.0665 0.2256 -0.119 0.232 0.030
C 6.5952 1.0903 -0.1048 -0.894 0.073 -0.118
N 5.2740 1.3287 -0.2557 0.974 0.939 0.197
C 4.8636 2.6020 -0.0694 0.160 -0.903 -0.143
C 5.7137 3.6459 0.2588 0.261 -0.092 0.024
H 7.7652 4.1607 0.6675 -0.084 -0.095 -0.029
H 8.5709 1.8176 0.3365 -0.106 0.002 -0.015
H 6.9000 0.0597 -0.2616 0.021 0.076 0.020
H 3.7971 2.7670 -0.1942 0.060 0.019 0.019
H 5.3291 4.6503 0.3945 0.013 -0.109 -0.014
```
Positions in Å, forces in eV/Å.

## Properties
Total energy, eV: -41354.342
Molecular weight, Da: 424.42